{"formula": "C31H22BrF3N4O10", "method": "wB97M-V/def2-TZVPD", "smiles": "O=C1C=C(C(F)(F)F)C(=O)C=C1Br.O=[N+]([O-])c1ccccc1.O=[N+]([O-])c1ccccc1.O=[N+]([O-])c1ccccc1.O=[N+]([O-])c1ccccc1", "e_homo_ev": -9.75, "species": ["O", "C", "C", "C", "C", "F", "F", "F", "C", "O", "C", "C", "Br", "H", "H", "O", "N", "O", "C", "C", "C", "C", "C", "C", "H", "H", "H", "H", "H", "O", "N", "O", "C", "C", "C", "C", "C", "C", "H", "H", "H", "H", "H", "O", "N", "O", "C", "C", "C", "C", "C", "C", "H", "H", "H", "H", "H", "O", "N", "O", "C", "C", "C", "C", "C", "C", "H", "H", "H", "H", "H"], "positions_angstrom": [[-3.02, -4.64, -2.01], [-3.58, -3.48, -2.36], [-5.23, -3.40, -2.60], [-5.84, -2.02, -2.55], [-7.48, -1.97, -2.84], [-8.29, -2.65, -1.79], [-7.67, -2.76, -4.12], [-7.94, -0.56, -2.98], [-4.97, -0.66, -2.21], [-5.48, 0.44, -1.61], [-3.35, -0.71, -2.60], [-2.75, -2.08, -2.64], [-0.76, -2.23, -3.05], [-5.89, -4.34, -2.81], [-2.76, 0.27, -2.84], [0.89, 0.41, -3.45], [1.13, 1.61, -3.22], [1.24, 2.48, -4.09], [1.30, 2.02, -1.82], [1.22, 1.06, -0.80], [1.40, 1.45, 0.53], [1.66, 2.79, 0.83], [1.73, 3.75, -0.19], [1.55, 3.36, -1.52], [1.02, 0.01, -1.02], [1.35, 0.72, 1.32], [1.81, 3.09, 1.87], [1.92, 4.79, 0.06], [1.61, 4.12, -2.30], [2.99, 3.28, 3.86], [2.74, 2.06, 3.77], [2.84, 1.41, 2.72], [2.30, 1.36, 4.98], [2.14, 2.08, 6.17], [1.69, 1.41, 7.32], [1.41, 0.04, 7.26], [1.58, -0.67, 6.07], [2.02, -0.01, 4.92], [2.35, 3.14, 6.23], [1.56, 1.95, 8.25], [1.06, -0.47, 8.15], [1.36, -1.73, 6.04], [2.15, -0.58, 4.00], [4.97, 1.60, 6.96], [6.04, 2.03, 7.41], [6.43, 1.86, 8.57], [6.91, 2.80, 6.50], [6.49, 3.05, 5.19], [7.30, 3.80, 4.34], [8.53, 4.29, 4.80], [8.95, 4.03, 6.11], [8.14, 3.28, 6.97], [5.54, 2.68, 4.82], [6.98, 4.01, 3.32], [9.16, 4.88, 4.14], [9.90, 4.41, 6.46], [8.48, 3.09, 7.98], [-3.37, -2.16, -7.02], [-4.31, -2.79, -6.52], [-4.66, -2.70, -5.33], [-5.05, -3.71, -7.38], [-4.67, -3.88, -8.72], [-5.36, -4.78, -9.53], [-6.43, -5.50, -9.01], [-6.82, -5.33, -7.68], [-6.14, -4.43, -6.86], [-3.83, -3.32, -9.14], [-5.06, -4.92, -10.57], [-6.97, -6.21, -9.64], [-7.66, -5.90, -7.28], [-6.45, -4.31, -5.83]]}

---

{"formula": "C31H22Cl5HgN4O2S5", "method": "wB97M-V/def2-TZVPD", "charge": -2, "e_homo_ev": [-0.18, -1.19], "de_lowest_ev": 7.647, "spin_multiplicity": 2, "species": ["Hg", "C", "C", "S", "C", "C", "S", "C", "C", "S", "H", "H", "H", "H", "H", "H", "H", "H", "H", "H", "H", "H", "O", "C", "O", "C", "C", "C", "C", "C", "C", "S", "H", "H", "H", "H", "S", "N", "C", "C", "C", "C", "C", "N", "C", "C", "N", "C", "C", "C", "C", "C", "N", "H", "H", "H", "H", "H", "H", "Cl", "C", "C", "C", "Cl", "C", "Cl", "C", "Cl", "C", "Cl"], "positions_angstrom": [[0.40, 0.95, 0.09], [1.72, -2.19, -1.86], [2.86, -1.25, -2.22], [2.95, 0.21, -1.12], [2.98, 1.58, -2.30], [1.90, 1.60, -3.41], [0.20, 2.04, -2.85], [-1.12, 0.58, -2.94], [-0.45, -0.79, -3.05], [0.13, -1.43, -1.44], [1.53, -2.91, -2.66], [1.97, -2.72, -0.94], [3.81, -1.76, -2.11], [2.77, -0.88, -3.24], [2.86, 2.46, -1.66], [3.97, 1.60, -2.76], [2.15, 2.41, -4.10], [1.84, 0.67, -3.96], [-2.37, 1.63, -1.72], [-2.22, 2.02, -4.06], [-1.21, -1.49, -3.42], [0.39, -0.78, -3.73], [-2.29, 3.46, 3.56], [-1.39, 2.72, 3.21], [-1.66, 1.58, 2.61], [0.06, 3.10, 3.43], [0.47, 3.25, 4.75], [1.77, 3.59, 5.08], [2.69, 3.82, 4.07], [2.29, 3.73, 2.74], [1.00, 3.35, 2.39], [0.64, 3.28, 0.64], [-0.26, 3.07, 5.53], [2.07, 3.67, 6.12], [3.71, 4.07, 4.31], [2.99, 3.93, 1.94], [-6.17, -3.61, -0.76], [-5.09, -3.37, 0.46], [-4.23, -2.44, 0.06], [-3.10, -1.96, 0.78], [-2.46, -2.37, 2.25], [-1.30, -1.64, 2.58], [-0.63, 0.56, 2.49], [-1.44, -0.61, 0.70], [-2.43, -0.87, -0.04], [-2.71, -0.34, -1.26], [-1.83, 0.77, -1.66], [-2.01, 0.94, -4.12], [-3.34, 0.20, -4.25], [-4.06, -0.54, -3.36], [-3.77, -0.90, -2.00], [-4.52, -1.93, -1.31], [-5.57, -2.53, -1.85], [-2.91, -3.12, 2.88], [-0.99, -1.94, 3.58], [0.15, 0.95, 3.13], [-1.43, 0.79, -5.04], [-3.78, 0.33, -5.23], [-4.98, -0.96, -3.73], [-0.65, -0.65, 1.73], [0.67, -1.08, 1.60], [1.97, -1.68, 1.66], [3.21, -1.11, 2.01], [3.44, 0.59, 2.20], [4.15, -2.13, 2.16], [5.83, -1.93, 2.53], [3.51, -3.35, 1.93], [4.26, -4.91, 2.00], [2.17, -3.09, 1.64], [0.90, -4.21, 1.31]]}

---

{"formula": "C31H23AuN4O2P", "method": "wB97M-V/def2-TZVPD", "charge": 1, "e_homo_ev": [-10.01, -10.01], "de_lowest_ev": 1.214, "species": ["Au", "O", "N", "C", "C", "C", "C", "C", "C", "C", "P", "C", "C", "C", "C", "C", "C", "C", "C", "C", "C", "C", "C", "H", "H", "H", "H", "H", "H", "H", "H", "H", "H", "H", "H", "H", "H", "H", "H", "C", "C", "C", "C", "C", "C", "C", "C", "H", "H", "H", "H", "H", "N", "C", "O", "C", "C", "N", "C", "N", "H", "H"], "positions_angstrom": [[-1.85, -0.52, -0.24], [-4.49, -1.96, 0.63], [-3.14, -1.92, 0.93], [-2.84, -2.78, 1.82], [-1.55, -3.05, 2.47], [-1.58, -4.14, 3.34], [-0.47, -4.52, 4.07], [0.72, -3.82, 3.95], [0.78, -2.75, 3.07], [-0.33, -2.35, 2.33], [-0.02, -0.95, 1.22], [0.52, 0.46, 2.19], [0.98, 1.58, 1.49], [1.33, 2.73, 2.18], [1.19, 2.78, 3.56], [0.71, 1.68, 4.25], [0.36, 0.52, 3.58], [1.36, -1.52, 0.19], [1.07, -2.53, -0.73], [2.06, -3.00, -1.57], [3.34, -2.45, -1.52], [3.63, -1.45, -0.61], [2.64, -0.98, 0.25], [-4.63, -1.37, -0.12], [-3.66, -3.41, 2.16], [-2.50, -4.70, 3.46], [-0.53, -5.37, 4.75], [1.59, -4.10, 4.53], [1.71, -2.21, 2.95], [1.06, 1.54, 0.41], [1.70, 3.59, 1.64], [1.46, 3.68, 4.09], [0.59, 1.73, 5.33], [-0.03, -0.33, 4.12], [0.07, -2.94, -0.78], [1.83, -3.79, -2.28], [4.11, -2.81, -2.19], [4.62, -1.03, -0.56], [2.87, -0.20, 0.96], [-1.48, 0.99, -1.66], [-0.76, 2.01, -1.67], [0.02, 3.13, -1.89], [-0.33, 4.41, -1.40], [0.43, 5.51, -1.74], [1.56, 5.36, -2.55], [1.94, 4.10, -3.00], [1.20, 2.99, -2.66], [-1.21, 4.52, -0.79], [0.15, 6.49, -1.38], [2.13, 6.23, -2.84], [2.83, 3.99, -3.61], [1.48, 2.00, -2.99], [-1.32, -0.61, -4.76], [-1.73, -0.68, -3.49], [-1.63, -1.66, -2.78], [-2.38, 0.61, -2.90], [-2.43, 1.73, -3.84], [-2.38, 2.64, -4.54], [-3.71, 0.24, -2.39], [-4.70, -0.08, -1.92], [-1.42, 0.22, -5.32], [-0.92, -1.43, -5.18]]}

---

{"formula": "C31H23Cl3N2O2PPd", "method": "wB97M-V/def2-TZVPD", "charge": 1, "e_homo_ev": [-9.66, -9.66], "de_lowest_ev": 0.000, "species": ["Pd", "Cl", "C", "C", "C", "Cl", "C", "O", "C", "Cl", "C", "H", "H", "O", "N", "C", "C", "C", "C", "C", "C", "C", "P", "C", "C", "C", "C", "C", "C", "C", "C", "C", "C", "C", "C", "H", "H", "H", "H", "H", "H", "H", "H", "H", "H", "H", "H", "H", "H", "H", "H", "N", "C", "C", "C", "C", "C", "C", "H", "H", "H", "H", "H"], "positions_angstrom": [[-0.59, 0.84, -0.20], [0.99, 3.98, -6.01], [0.08, 3.20, -4.80], [0.82, 2.45, -3.74], [-0.04, 2.33, -2.52], [0.56, -0.66, -1.73], [-1.47, 2.15, -2.57], [-2.11, 1.68, -1.59], [-2.06, 2.61, -3.79], [-3.75, 2.56, -3.95], [-1.28, 3.18, -4.82], [1.03, 1.43, -4.10], [-1.80, 3.64, -5.64], [-1.97, 2.75, 1.25], [-1.73, 1.53, 1.83], [-2.59, 1.02, 2.62], [-2.40, -0.27, 3.24], [-3.02, -0.52, 4.48], [-2.85, -1.72, 5.13], [-2.09, -2.73, 4.55], [-1.49, -2.51, 3.32], [-1.62, -1.29, 2.67], [-0.72, -1.14, 1.08], [0.98, -1.08, 1.75], [1.44, 0.22, 2.03], [2.67, 0.41, 2.63], [3.47, -0.68, 2.92], [3.03, -1.96, 2.62], [1.78, -2.17, 2.06], [-1.16, -2.65, 0.19], [-0.33, -3.68, -0.24], [-0.87, -4.71, -0.98], [-2.21, -4.71, -1.34], [-3.03, -3.66, -0.96], [-2.51, -2.63, -0.21], [-2.87, 3.08, 1.43], [-3.51, 1.56, 2.86], [-3.60, 0.26, 4.94], [-3.31, -1.88, 6.09], [-1.96, -3.67, 5.05], [-0.89, -3.29, 2.87], [0.80, 1.08, 1.78], [3.00, 1.41, 2.87], [4.44, -0.53, 3.37], [3.66, -2.81, 2.83], [1.45, -3.18, 1.87], [0.72, -3.67, -0.01], [-0.23, -5.52, -1.31], [-2.61, -5.52, -1.92], [-4.06, -3.63, -1.28], [-3.12, -1.77, 0.06], [0.64, 2.39, -1.38], [1.93, 2.63, -1.67], [3.04, 2.47, -0.84], [4.28, 2.36, -1.42], [4.45, 2.31, -2.83], [3.42, 2.56, -3.67], [2.11, 3.01, -3.12], [2.90, 2.31, 0.22], [5.15, 2.18, -0.80], [5.41, 2.03, -3.22], [3.52, 2.50, -4.74], [2.09, 4.11, -3.18]]}

---

Number 1: DFT total energy -137115.0356 eV. Number 2: DFT total energy -163501.9832 eV. Number 3: DFT total energy -55547.1108 eV. Number 4: DFT total energy -89922.0618 eV.